Here is an isolated molecule of C18H11ClN2O2S from the OMol25 dataset. Energies are from ωB97M-V/def2-TZVPD.

Each line ends with the natural charge from an NBO analysis.
Geometry (Å):
O  3.759  -1.346  -1.695  -0.483
C  2.628  -1.492  -1.235  0.450
C  1.438  -1.691  -2.145  -0.022
Cl  1.501  -1.059  -3.845  0.034
C  0.354  -2.317  -1.677  0.080
N  -0.773  -2.502  -2.557  -0.608
C  -1.852  -1.608  -2.572  0.166
C  -3.142  -2.097  -2.715  -0.243
C  -4.288  -1.227  -2.745  -0.192
C  -4.055  0.179  -2.745  -0.247
C  -2.787  0.699  -2.625  -0.210
C  -1.726  -0.169  -2.484  -0.241
C  0.262  -2.593  -0.211  0.485
O  -0.698  -3.293  0.087  -0.488
C  1.281  -2.037  0.712  -0.282
S  0.936  -2.008  2.458  0.364
C  2.056  -0.811  3.037  -0.223
C  1.827  -0.217  4.304  -0.193
C  2.616  0.835  4.758  -0.226
C  3.700  1.128  3.960  -0.184
C  3.902  0.546  2.703  -0.227
C  3.150  -0.439  2.231  0.138
N  3.463  -1.033  1.045  -0.576
C  2.468  -1.601  0.219  0.184
H  -1.168  -3.423  -2.531  0.397
H  -3.205  -3.172  -2.691  0.200
H  -5.307  -1.730  -2.793  0.228
H  -4.755  1.001  -2.986  0.220
H  -2.498  1.705  -2.840  0.220
H  -0.685  0.049  -2.304  0.204
H  0.983  -0.390  4.943  0.226
H  2.315  1.554  5.477  0.226
H  4.355  1.965  4.270  0.216
H  4.738  0.753  2.011  0.203
H  4.092  -0.453  0.539  0.405

Forces on atoms 1 to 6 (eV/Å):
O -1.38 0.32 0.42
C 2.10 -0.36 -1.69
C 0.06 0.60 -0.95
Cl 0.34 -0.85 2.12
C -0.16 1.47 -1.61
N 0.65 -0.14 0.80

Values from the calculation:
SMILES ... O=c1c(Cl)c(Nc2ccccc2)c(=O)c2sc3ccccc3[nH]c1=2
Total charge ... 0
E ... -1810.82553 hartree
F_max ... 3.753 eV/Å
Orbital gap ... 6.09 eV



Here is a structure of composition C18H11N7O12RhS3Sb from the OMol25 dataset. Energies are from ωB97M-V/def2-TZVPD.

Each line ends with the natural charge from an NBO analysis.
Geometry (Å):
Rh  0.449  1.359  -0.067  0.864
S  -1.186  5.416  0.902  -0.386
Sb  -2.167  3.294  0.361  1.198
S  -0.168  3.156  -1.240  -0.278
S  -0.534  2.729  2.052  -0.299
O  0.893  -2.400  1.920  -0.645
C  0.261  -1.451  1.500  0.801
O  0.756  -0.432  0.921  -0.819
C  -1.264  -1.480  1.657  -0.170
C  -1.917  -2.698  1.519  -0.201
C  -3.304  -2.743  1.667  0.003
C  -4.050  -1.599  1.897  -0.179
C  -3.382  -0.384  2.036  0.032
C  -1.984  -0.338  1.943  -0.121
N  -4.123  0.791  2.253  0.383
O  -5.319  0.708  2.518  -0.509
O  -3.530  1.897  2.163  -0.648
N  -3.980  -4.013  1.576  0.534
O  -3.306  -5.001  1.366  -0.395
O  -5.186  -4.023  1.737  -0.393
H  -1.364  -3.601  1.319  0.251
H  -5.129  -1.649  1.949  0.268
H  -1.481  0.601  2.126  0.202
O  -2.944  -0.542  -1.720  -0.603
C  -1.799  -0.200  -1.516  0.777
O  -1.465  0.699  -0.648  -0.769
C  -0.631  -0.848  -2.237  -0.132
C  0.542  -0.119  -2.370  -0.164
C  1.741  -0.766  -2.704  0.070
C  1.715  -2.074  -3.164  -0.152
C  0.490  -2.728  -3.227  0.004
C  -0.673  -2.159  -2.688  -0.095
N  0.433  -4.021  -3.843  0.523
O  -0.656  -4.556  -3.953  -0.359
O  1.475  -4.501  -4.257  -0.382
N  2.949  -0.063  -2.494  0.505
O  2.880  0.983  -1.828  -0.402
O  3.998  -0.515  -2.937  -0.361
H  0.547  0.970  -2.327  0.254
H  2.619  -2.575  -3.474  0.275
H  -1.595  -2.717  -2.647  0.277
N  3.857  5.224  1.137  -0.789
C  3.616  3.899  1.154  0.358
C  2.424  3.381  0.610  -0.027
N  2.185  2.080  0.604  -0.355
C  3.104  1.269  1.140  -0.046
C  4.269  1.798  1.668  0.037
N  4.535  3.091  1.679  -0.433
H  3.117  5.860  0.900  0.399
H  4.682  5.564  1.600  0.408
H  1.692  4.066  0.200  0.220
H  2.891  0.211  1.169  0.264
H  5.017  1.149  2.099  0.207

Forces on atoms 1 to 6 (eV/Å):
Rh -2.27 -0.28 0.37
S 0.09 0.58 -0.10
Sb -0.34 -1.02 0.50
S 0.20 0.03 0.00
S -0.29 -0.27 -0.20
O 0.60 -0.16 -0.05

Values from the calculation:
Relative energy (zero: lowest compared OMol25 entry of this formula, charge and spin) ... 216.1 kJ/mol
Total charge ... -1
E ... -3523.77114 hartree
F_max ... 3.207 eV/Å
Orbital gap (spin up / spin down) ... 3.41 / 4.91 eV
2S+1 ... 6



Here is a structure of composition C18H12AgF9N3O2 from the OMol25 dataset. Energies are from ωB97M-V/def2-TZVPD.

Each line ends with the natural charge from an NBO analysis.
Geometry (Å):
Ag  -0.196  -0.691  -0.281  0.856
C  0.995  3.831  -0.212  -0.678
C  0.958  2.332  -0.063  0.135
N  -0.141  1.646  -0.021  -0.251
N  -1.321  2.244  -0.114  -0.491
C  -2.312  1.434  -0.483  0.567
O  -2.167  0.308  -1.015  -0.740
C  -3.667  1.986  -0.252  -0.029
C  -4.750  1.113  -0.204  -0.206
C  -6.009  1.583  0.108  -0.224
C  -6.203  2.933  0.355  -0.226
C  -5.135  3.811  0.272  -0.218
C  -3.871  3.344  -0.028  -0.208
C  2.192  1.587  0.033  0.173
C  3.427  2.212  0.270  -0.262
C  4.579  1.458  0.255  -0.172
C  4.486  0.086  0.060  -0.285
C  3.225  -0.464  -0.128  0.061
N  2.124  0.259  -0.170  -0.452
H  -0.021  4.188  -0.363  0.250
H  1.618  4.128  -1.056  0.210
H  1.393  4.288  0.696  0.207
H  -4.566  0.065  -0.398  0.237
H  -6.848  0.902  0.160  0.203
H  -7.186  3.302  0.608  0.199
H  -5.300  4.865  0.443  0.198
H  -3.027  4.011  -0.082  0.231
H  3.470  3.272  0.466  0.211
H  5.541  1.929  0.402  0.205
H  5.368  -0.536  0.045  0.212
H  3.076  -1.529  -0.244  0.226
F  0.456  -5.907  -1.339  -0.335
C  0.855  -4.627  -1.201  0.940
F  2.191  -4.650  -1.245  -0.326
F  0.453  -3.995  -2.306  -0.321
C  0.337  -3.911  0.096  0.048
O  0.768  -2.685  0.176  -0.879
C  0.831  -4.764  1.318  0.942
F  2.161  -4.720  1.434  -0.324
F  0.507  -6.073  1.272  -0.335
F  0.332  -4.306  2.470  -0.323
C  -1.221  -4.002  0.071  0.941
F  -1.757  -3.386  1.128  -0.319
F  -1.711  -5.256  0.078  -0.334
F  -1.728  -3.409  -1.011  -0.317

Forces on atoms 1 to 6 (eV/Å):
Ag 0.18 -0.42 0.04
C -0.19 -0.29 0.11
C -1.38 0.47 0.00
N 0.69 -0.10 -0.36
N -0.22 1.02 0.50
C 0.92 -0.43 -0.48

Values from the calculation:
Total charge ... -1
E ... -2053.76265 hartree
F_max ... 1.460 eV/Å
Orbital gap ... 7.57 eV



Here is a structure of composition C18H12BrFNO2RuSbSe5 from the OMol25 dataset. Energies are from ωB97M-V/def2-TZVPD.

Each line ends with the natural charge from an NBO analysis.
Geometry (Å):
Ru  0.853  0.222  0.321  0.257
Se  1.838  5.204  -1.048  -0.777
Sb  2.332  3.468  0.548  1.047
Se  2.695  1.210  -0.700  -0.222
Se  0.273  2.301  1.439  -0.457
Se  4.085  3.808  2.174  -0.803
F  -4.574  -0.123  -2.503  -0.352
C  -3.382  -0.016  -1.849  0.375
C  -2.951  -1.075  -1.077  -0.302
C  -1.723  -0.968  -0.435  -0.238
C  -0.956  0.195  -0.536  -0.115
C  -1.442  1.255  -1.302  -0.218
C  -2.651  1.142  -1.983  -0.293
H  -3.551  -1.973  -1.006  0.216
H  -1.356  -1.811  0.137  0.230
H  -0.870  2.169  -1.391  0.247
H  -3.020  1.949  -2.604  0.220
Se  1.316  -1.215  2.061  0.259
C  1.328  -0.219  3.709  -0.196
C  0.489  -0.581  4.753  -0.246
C  0.552  0.099  5.966  -0.228
C  1.449  1.144  6.131  -0.235
C  2.291  1.504  5.085  -0.195
C  2.239  0.817  3.883  -0.211
H  -0.226  -1.384  4.612  0.207
H  -0.113  -0.180  6.776  0.194
H  1.483  1.684  7.070  0.195
H  2.982  2.334  5.172  0.224
H  2.901  1.119  3.081  0.251
Br  -2.503  -2.983  -5.786  0.001
C  -1.228  -2.002  -4.764  -0.131
C  -0.873  -0.728  -5.168  -0.006
N  0.010  0.001  -4.496  -0.410
C  0.538  -0.521  -3.383  0.050
C  0.244  -1.795  -2.915  -0.152
C  -0.658  -2.559  -3.641  -0.172
C  0.883  -2.426  -1.680  0.781
O  1.021  -3.650  -1.721  -0.697
O  1.231  -1.677  -0.714  -0.755
H  -1.310  -0.285  -6.056  0.188
H  1.235  0.110  -2.848  0.223
H  -0.882  -3.564  -3.311  0.246

Forces on atoms 1 to 6 (eV/Å):
Ru 0.04 -0.13 -0.49
Se 0.02 -0.04 0.07
Sb 0.00 -0.08 -0.03
Se -0.24 0.00 0.18
Se 0.04 0.13 0.09
Se -0.03 0.00 -0.03

Values from the calculation:
Total charge ... -2
E ... -15914.74224 hartree
F_max ... 0.510 eV/Å
Orbital gap ... 6.01 eV